Entry 1:
{"formula": "C23H41ClP2Y", "method": "the ωB97M-V functional and the def2-TZVPD basis", "energy_ha": -2081.97368, "total_charge": 1, "homo_energy_ev": -9.680, "orbital_gap_ev": 7.05, "symbols": ["Y", "C", "C", "C", "C", "C", "C", "H", "H", "H", "C", "H", "H", "H", "C", "H", "H", "H", "C", "H", "H", "H", "C", "H", "H", "H", "C", "C", "C", "C", "C", "C", "C", "C", "H", "H", "H", "H", "H", "H", "H", "H", "H", "H", "H", "H", "P", "C", "C", "P", "C", "C", "C", "H", "H", "H", "H", "H", "H", "H", "H", "H", "H", "H", "H", "H", "H", "Cl"], "xyz": [[1.92069, 0.30839, 1.06634], [-0.02829, -0.35388, 2.95233], [0.11625, -1.57929, 2.23535], [2.17137, -1.04719, 3.15660], [1.24530, -0.01342, 3.50961], [1.46044, -2.03213, 2.39877], [-1.31370, 0.28564, 3.34040], [-1.47941, 1.26013, 2.85804], [-1.34520, 0.46464, 4.42702], [-2.17353, -0.35493, 3.10064], [1.53343, 1.12067, 4.42368], [0.61353, 1.65910, 4.68372], [2.23916, 1.84954, 3.99358], [1.98094, 0.75590, 5.36232], [3.58549, -1.12827, 3.59733], [3.66492, -0.87880, 4.66450], [4.23422, -0.42927, 3.04853], [3.97967, -2.14081, 3.45340], [1.94441, -3.41089, 2.12657], [2.35382, -3.86873, 3.04432], [2.75082, -3.44586, 1.38070], [1.13350, -4.05626, 1.77481], [-0.96557, -2.38218, 1.60690], [-1.12301, -3.33059, 2.14707], [-0.73457, -2.64667, 0.56167], [-1.91956, -1.84396, 1.59869], [-3.53296, 1.89993, 0.04790], [-4.31655, 1.16021, -0.74651], [-3.96925, 0.54893, -2.07561], [-2.79814, 1.17276, -2.88243], [-1.44733, 0.47583, -2.62795], [-1.25080, -0.04800, -1.23838], [-1.17520, 0.95225, -0.09694], [-2.07741, 2.20419, -0.18302], [-4.85455, 0.60578, -2.72826], [-2.76177, 2.25715, -2.71501], [-3.75988, -0.52471, -1.93571], [-1.88590, 2.74492, -1.11936], [-3.93267, 2.35139, 0.96654], [-5.33874, 0.93312, -0.43561], [-1.77012, 2.90765, 0.61232], [-1.44541, 0.43358, 0.83458], [-1.77068, -0.97983, -0.98874], [-0.13108, 1.36263, 0.06294], [-3.02266, 1.05727, -3.95503], [-1.40084, -0.35629, -3.34843], [0.17534, 1.36183, -2.90765], [0.05178, 3.13872, -2.78031], [0.35793, 0.94252, -4.66760], [0.90867, -0.81792, -0.99021], [1.54029, 0.54863, -2.07692], [0.55223, -2.13477, -2.20546], [2.76445, -1.40665, -0.58333], [0.35362, 3.50236, -1.78821], [-0.96481, 3.48693, -3.02168], [0.73801, 3.55572, -3.53519], [0.86084, 1.77112, -5.18443], [-0.62380, 0.78150, -5.13906], [0.95564, 0.02729, -4.77383], [3.31866, -1.30858, -1.53315], [2.73166, -2.45733, -0.28373], [3.41145, -0.83696, 0.16014], [2.18576, 1.28511, -1.54062], [2.17742, 0.05341, -2.83514], [0.77362, -3.10589, -1.74006], [1.17189, -2.04370, -3.10969], [-0.50102, -2.15105, -2.50255], [3.85718, 1.88809, 1.07849]], "nbo_charge": [1.60, -0.11, -0.08, -0.20, -0.19, -0.13, -0.65, 0.21, 0.24, 0.23, -0.63, 0.23, 0.23, 0.23, -0.63, 0.24, 0.23, 0.23, -0.64, 0.24, 0.21, 0.23, -0.64, 0.23, 0.21, 0.22, -0.21, -0.15, -0.45, -0.42, -0.49, -0.57, -0.38, -0.46, 0.23, 0.21, 0.22, 0.19, 0.22, 0.22, 0.22, 0.26, 0.23, 0.11, 0.21, 0.24, 1.60, -0.99, -0.95, 0.89, -1.12, -0.97, -1.04, 0.28, 0.28, 0.27, 0.26, 0.26, 0.26, 0.25, 0.26, 0.19, 0.29, 0.28, 0.26, 0.23, 0.25, -0.56]}

=====

Entry 2:
{"formula": "C23H41FGaN2O12P2", "method": "the ωB97M-V functional and the def2-TZVPD basis", "energy_ha": -4620.65646, "total_charge": -1, "homo_energy_ev": -3.765, "orbital_gap_ev": 4.04, "symbols": ["C", "C", "Ga", "C", "C", "O", "O", "C", "O", "N", "C", "O", "F", "C", "C", "C", "N", "C", "C", "H", "H", "H", "H", "H", "H", "H", "H", "H", "H", "H", "O", "P", "O", "C", "C", "O", "C", "C", "O", "C", "C", "H", "H", "H", "H", "H", "H", "H", "H", "H", "H", "H", "H", "H", "H", "H", "O", "P", "O", "C", "C", "O", "C", "C", "O", "C", "C", "H", "H", "H", "H", "H", "H", "H", "H", "H", "H", "H", "H", "H", "H", "H"], "xyz": [[1.38730, 1.44324, -2.35102], [2.35493, 1.39912, -3.36171], [2.26049, 0.11547, -4.99197], [2.74622, -1.76294, -4.28204], [2.73431, -2.83868, -5.39465], [1.94993, -3.76020, -5.31262], [3.57257, -2.79773, -6.51666], [3.65967, 0.76318, -6.37398], [4.61185, 0.04298, -6.59198], [3.59685, 2.04376, -7.12057], [2.24629, 2.47941, -7.36042], [1.83791, 3.45883, -6.83587], [1.40082, 1.82367, -8.22907], [0.34921, 0.11737, -5.71612], [-0.63051, 1.18478, -5.45838], [-1.98873, 1.21818, -5.95069], [-2.47887, 0.20248, -6.70329], [-1.60632, -0.78527, -6.98020], [-0.22561, -0.94964, -6.58225], [0.69947, 2.33649, -2.33646], [1.25118, 0.65409, -1.56794], [3.22979, 2.10208, -3.26137], [3.75921, -1.67054, -3.80474], [2.04601, -2.06889, -3.46716], [3.14412, -2.30398, -7.23882], [3.99196, 1.82980, -8.04865], [-0.28960, 2.05266, -4.84183], [-2.63475, 2.08080, -5.67258], [-2.01729, -1.61571, -7.61382], [0.39736, -1.81858, -6.89986], [-2.54515, -0.24367, -1.18894], [-3.58754, -0.57854, -0.15102], [-3.08819, -2.10524, 0.24576], [-1.75579, -2.32274, 0.68936], [-1.63273, -2.10080, 2.18608], [-4.81698, -0.96912, -1.16864], [-4.85396, -0.45513, -2.49931], [-4.28992, -1.47012, -3.47396], [-4.75400, -0.65637, 1.07643], [-4.52836, 0.03446, 2.30182], [-3.82653, 1.36655, 2.13274], [-1.04738, -1.69064, 0.14909], [-1.50954, -3.36121, 0.45705], [-1.74558, -1.03978, 2.42808], [-0.65463, -2.42488, 2.54783], [-2.40834, -2.64857, 2.72534], [-4.32957, 0.49887, -2.56741], [-5.90169, -0.25944, -2.74380], [-3.29234, -1.80102, -3.18275], [-4.24040, -1.05327, -4.48198], [-4.92090, -2.36308, -3.49654], [-3.97578, -0.61477, 2.98656], [-5.50948, 0.20466, 2.75266], [-2.80711, 1.23174, 1.75178], [-3.76095, 1.88835, 3.08877], [-4.36017, 1.99846, 1.41887], [2.26941, 2.27451, 5.99166], [1.66112, 0.93913, 6.34958], [2.25941, 0.02963, 5.10586], [3.66058, -0.03316, 4.87725], [4.30556, -1.11601, 5.72257], [0.14896, 1.20399, 5.76240], [-0.36019, 2.52577, 5.61482], [-0.18155, 3.00121, 4.18581], [1.00405, -0.45942, 7.04043], [1.64900, -1.06092, 8.16059], [2.25129, -0.06220, 9.12771], [4.13849, 0.93179, 5.06105], [3.79940, -0.27006, 3.82044], [4.29485, -0.83532, 6.78036], [5.34519, -1.27154, 5.42698], [3.76532, -2.05935, 5.62396], [0.10500, 3.20991, 6.32582], [-1.42597, 2.49331, 5.85721], [0.85403, 2.91359, 3.85575], [-0.49595, 4.04166, 4.08122], [-0.77864, 2.38747, 3.50630], [2.40406, -1.76775, 7.80654], [0.88945, -1.64753, 8.68296], [3.07145, 0.49617, 8.66023], [2.65047, -0.57128, 10.00595], [1.50246, 0.66546, 9.44936]], "lowdin_charge": [-0.14, -0.23, 0.50, -0.13, -0.57, 0.04, 0.01, -0.40, -0.01, 0.10, -0.52, 0.15, 0.08, -0.17, -0.10, -0.16, 0.00, -0.20, -0.07, 0.04, 0.04, 0.03, 0.07, 0.07, 0.10, 0.13, 0.08, 0.10, 0.09, 0.09, -0.22, 0.65, -0.21, -0.29, -0.08, -0.22, -0.30, -0.07, -0.19, -0.30, -0.09, 0.11, 0.12, 0.06, 0.08, 0.08, 0.10, 0.11, 0.08, 0.07, 0.07, 0.10, 0.12, 0.06, 0.08, 0.09, -0.23, 0.64, -0.21, -0.29, -0.08, -0.22, -0.30, -0.07, -0.19, -0.30, -0.09, 0.11, 0.12, 0.06, 0.08, 0.08, 0.10, 0.11, 0.08, 0.08, 0.07, 0.10, 0.12, 0.07, 0.08, 0.09]}

=====

Entry 3:
{"formula": "C23H41FN4O6S", "method": "the ωB97M-V functional and the def2-TZVPD basis", "energy_ha": -2068.87307, "total_charge": 0, "homo_energy_ev": -8.647, "orbital_gap_ev": 7.00, "smiles": "NCCCc1cc2c(cc1S)C(=O)N(F)C2=O.COCCNCCOC.COCCNCCOC", "symbols": ["N", "C", "C", "C", "C", "C", "C", "C", "C", "C", "S", "C", "O", "N", "F", "C", "O", "H", "H", "H", "H", "H", "H", "H", "H", "H", "H", "H", "C", "O", "C", "C", "N", "C", "C", "O", "C", "H", "H", "H", "H", "H", "H", "H", "H", "H", "H", "H", "H", "H", "H", "H", "C", "O", "C", "C", "N", "C", "C", "O", "C", "H", "H", "H", "H", "H", "H", "H", "H", "H", "H", "H", "H", "H", "H", "H"], "xyz": [[-2.87221, -2.23393, -4.93116], [-1.42507, -1.77054, -5.16975], [-1.26417, -0.13914, -5.11204], [-1.22641, 0.45792, -3.55582], [0.39371, 0.49597, -3.15043], [1.02348, -0.97344, -2.67545], [2.61874, -1.04306, -2.30392], [3.49105, 0.34264, -2.38531], [2.93292, 1.81813, -2.83156], [1.31137, 1.88954, -3.23521], [0.51839, 3.52465, -3.79124], [4.96905, -0.19457, -1.92197], [6.01416, 0.41016, -1.35121], [4.96982, -1.70752, -2.22646], [4.88681, -1.80371, -3.58605], [3.60184, -2.27216, -1.84504], [3.25242, -3.42833, -1.27560], [-3.26912, -2.49619, -5.87874], [-2.75185, -3.14716, -4.41502], [-1.16443, -2.09937, -6.28330], [-0.65987, -2.32934, -4.46240], [-0.19709, 0.11622, -5.56918], [-2.07083, 0.45151, -5.72175], [-1.78782, -0.29663, -2.82494], [-1.69856, 1.53352, -3.53722], [0.39625, -1.96346, -2.59037], [3.65837, 2.73750, -2.87727], [0.74317, 4.37703, -2.66416], [-3.17079, -4.97942, 2.47305], [-2.36802, -4.11719, 3.26843], [-1.28281, -4.79602, 3.91441], [0.06176, -4.35604, 3.31257], [0.22524, -4.86567, 1.94710], [1.35837, -4.27319, 1.22854], [1.30915, -2.75552, 0.95398], [0.28877, -2.36809, 0.03301], [-0.99103, -2.17274, 0.62009], [-4.05056, -4.41899, 2.14642], [-2.62625, -5.30871, 1.58544], [-3.50757, -5.84683, 3.05053], [-1.39960, -5.88570, 3.88640], [-1.30669, -4.49070, 4.96533], [0.87709, -4.73348, 3.93880], [0.09059, -3.26271, 3.33197], [-0.62238, -4.67410, 1.41821], [1.41701, -4.78739, 0.26192], [2.28341, -4.51053, 1.76658], [2.25761, -2.48485, 0.47500], [1.25876, -2.16017, 1.87098], [-0.93031, -1.79925, 1.64544], [-1.56527, -3.10016, 0.58082], [-1.53020, -1.43338, 0.01647], [1.91036, 4.16262, 0.46527], [0.55059, 3.88729, 0.15590], [0.08780, 2.64775, 0.70830], [-0.93880, 2.90539, 1.82337], [-0.30081, 3.48531, 3.00979], [-1.25365, 3.99088, 4.00369], [-2.16685, 5.16049, 3.58036], [-1.46931, 6.38679, 3.35878], [-0.91212, 6.52049, 2.05787], [2.22051, 5.03587, -0.11439], [2.02827, 4.39660, 1.52553], [2.55412, 3.31966, 0.19269], [0.91252, 2.01575, 1.05795], [-0.41311, 2.11282, -0.10482], [-1.41785, 1.95937, 2.09712], [-1.70415, 3.57469, 1.41978], [0.29710, 4.25608, 2.72114], [-0.65965, 4.32304, 4.86336], [-1.87546, 3.15925, 4.35474], [-2.84808, 5.35523, 4.41718], [-2.80670, 4.91177, 2.72795], [-1.50866, 6.01880, 1.29173], [0.11447, 6.14970, 2.05151], [-0.87094, 7.58897, 1.81628]], "lowdin_charge": [-0.06, -0.28, -0.20, -0.18, -0.11, 0.07, 0.00, -0.01, 0.02, -0.43, 0.65, -0.19, 0.02, -0.02, -0.02, -0.17, 0.02, 0.07, 0.07, 0.12, 0.10, 0.12, 0.12, 0.12, 0.09, 0.10, 0.11, -0.11, -0.12, -0.20, -0.20, -0.21, -0.06, -0.19, -0.21, -0.21, -0.09, 0.09, 0.07, 0.09, 0.12, 0.12, 0.12, 0.10, 0.07, 0.11, 0.12, 0.09, 0.11, 0.09, 0.07, 0.08, -0.11, -0.22, -0.20, -0.20, -0.06, -0.20, -0.22, -0.18, -0.10, 0.09, 0.08, 0.08, 0.12, 0.11, 0.12, 0.10, 0.07, 0.12, 0.12, 0.12, 0.11, 0.09, 0.07, 0.09]}